{
  "formula": "C6H13N2OP",
  "method": "wB97M-V/def2-TZVPD",
  "symbols": ["C", "C", "P", "O", "N", "C", "C", "N", "C", "C", "H", "H", "H", "H", "H", "H", "H", "H", "H", "H", "H", "H", "H"],
  "xyz": [[0.2511, 2.4084, 2.1383], [0.4331, 1.4249, 1.4643], [0.7705, -0.2240, 0.2437], [2.0825, -0.7936, 0.3850], [0.6300, 0.5206, -1.3516], [-0.5651, 1.2442, -1.7215], [1.9175, 0.7419, -2.0116], [-0.5330, -1.2168, 0.5913], [-0.2614, -2.4669, 1.1610], [-1.8342, -0.8612, 0.9725], [0.3125, 3.2387, 2.7608], [-1.4731, 0.8172, -1.3960], [-0.5099, 2.2494, -1.4245], [-0.6287, 1.1722, -2.8206], [2.3886, -0.2303, -2.0332], [1.8101, 1.0229, -2.9424], [2.6199, 1.4603, -1.4476], [0.7714, -2.8100, 1.0364], [-0.2191, -2.4401, 2.2760], [-1.1081, -3.0334, 0.9023], [-2.0471, -1.1165, 2.0260], [-2.0634, 0.1943, 0.8534], [-2.7440, -1.3023, 0.3376]],
  "atomic_forces_ev_per_a": [[0.49, -1.05, -0.67], [0.22, -2.47, -1.79], [-2.81, 4.54, -1.16], [1.37, -1.01, 0.63], [-0.25, -1.92, 3.03], [1.35, -0.65, -1.89], [1.24, -0.91, 5.66], [1.45, 1.64, -0.97], [2.27, -0.94, 2.41], [-3.88, 1.13, -0.66], [-0.26, 0.91, 0.61], [-0.83, -0.75, 0.84], [-0.14, 1.63, 0.38], [-0.04, 0.37, 0.24], [0.52, -0.07, 0.02], [-0.91, 1.77, -4.79], [-1.08, -0.86, -0.82], [-0.53, -0.45, -1.19], [-0.65, 0.39, -0.22], [-0.37, -1.87, -0.49], [0.18, 0.08, -0.34], [0.44, 0.33, 0.17], [2.19, 0.16, 1.00]],
  "lowdin_charge": [-0.004, -0.124, 0.655, -0.276, -0.313, -0.119, -0.106, -0.344, -0.149, -0.175, -0.006, 0.053, 0.061, 0.094, 0.072, 0.018, 0.117, 0.088, 0.101, 0.073, 0.092, 0.060, 0.132],
  "homo_lumo_gap_ev": 9.78,
  "de_lowest_kcal_mol": 64.9,
  "smiles": "C#CP(=O)(N(C)C)N(C)C",
  "lumo_energy_ev": 0.8,
  "charge": 0
}


{
  "formula": "C6H20O4",
  "method": "wB97M-V/def2-TZVPD",
  "symbols": ["O", "H", "H", "O", "H", "H", "C", "C", "C", "O", "H", "H", "H", "H", "H", "H", "H", "H", "C", "C", "C", "O", "H", "H", "H", "H", "H", "H", "H", "H"],
  "xyz": [[-0.1202, 1.1344, -0.7803], [0.0721, 0.6828, 0.0415], [-0.7243, 0.5506, -1.2393], [-0.2410, 2.7750, 1.5345], [0.0913, 1.9727, 1.9373], [-0.2187, 2.5984, 0.5940], [2.3110, -0.0682, 4.0592], [2.0425, 0.6565, 2.6948], [2.8720, 0.2357, 1.4856], [0.7220, 0.3890, 2.3288], [1.3921, 0.0832, 4.6256], [3.2447, 0.3224, 4.4637], [2.4876, -1.1348, 3.9198], [2.0867, 1.7427, 2.7753], [2.6328, 0.8353, 0.6073], [2.8242, -0.8463, 1.3628], [3.8774, 0.5381, 1.7787], [0.6701, -0.5413, 2.0979], [-3.5311, -0.7012, -2.9628], [-2.1828, -1.3053, -2.5964], [-0.9891, -0.8747, -3.4555], [-1.8460, -0.9959, -1.2956], [-3.6123, 0.3376, -2.6429], [-4.3479, -1.2408, -2.4836], [-3.7474, -0.8409, -4.0220], [-2.3512, -2.3787, -2.6828], [-1.2591, -0.9989, -4.5042], [-0.1115, -1.4758, -3.2173], [-0.8800, 0.1984, -3.2985], [-1.1639, -1.6498, -1.1254]],
  "atomic_forces_ev_per_a": [[0.31, -0.09, -0.58], [0.27, -0.05, 0.74], [-0.35, 0.32, -0.02], [-0.15, 0.70, 0.04], [-0.14, -0.29, 0.19], [-0.09, 0.22, -0.24], [0.38, 0.76, -1.72], [0.70, -0.79, -0.01], [1.14, 0.83, 1.54], [-2.12, -0.43, -0.38], [0.51, 0.11, 0.50], [-0.36, 0.15, 0.57], [-0.21, -0.13, -0.20], [0.13, -0.01, 0.38], [-0.28, -0.32, -0.06], [0.05, 0.01, -0.32], [0.47, -0.44, -0.45], [-0.11, -0.20, 0.21], [0.28, -0.01, -0.08], [-3.67, 1.08, 0.22], [1.09, 0.28, -1.09], [-0.38, -0.57, -0.60], [0.01, 0.13, -0.23], [0.13, -0.14, 0.46], [0.34, 0.35, -0.07], [0.84, -0.94, -0.10], [-0.18, -0.40, 0.09], [0.11, 0.34, -0.05], [0.34, -0.08, 0.18], [0.95, -0.39, 1.07]],
  "lowdin_charge": [0.006, 0.026, -0.005, -0.042, -0.028, -0.004, -0.017, -0.475, -0.045, -0.107, 0.086, 0.083, 0.075, 0.144, 0.081, 0.084, 0.088, 0.100, 0.014, -0.394, 0.063, 0.211, 0.116, 0.111, 0.110, 0.201, 0.125, 0.118, 0.113, 0.163],
  "homo_lumo_gap_ev": [8.91, 2.37],
  "de_lowest_kcal_mol": 20.3,
  "s2": 0.7544,
  "lumo_energy_ev": [-4.1, -10.6],
  "spin_multiplicity": 2,
  "charge": 1
}


{
  "formula": "C40H39N6STaTe",
  "method": "wB97M-V/def2-TZVPD",
  "symbols": ["Ta", "C", "N", "C", "C", "C", "C", "C", "C", "C", "N", "C", "C", "C", "C", "C", "C", "N", "C", "C", "H", "H", "H", "H", "H", "H", "H", "H", "H", "H", "H", "H", "H", "H", "H", "H", "H", "H", "H", "H", "N", "C", "C", "C", "C", "C", "C", "S", "N", "C", "C", "C", "C", "C", "C", "N", "H", "H", "H", "H", "H", "H", "H", "H", "H", "Te", "C", "C", "C", "C", "C", "C", "C", "C", "C", "C", "C", "C", "H", "H", "H", "H", "H", "H", "H", "H", "H", "H"],
  "xyz": [[-10.6479, 6.5189, 19.8521], [-8.5347, 5.4640, 22.3696], [-9.8769, 6.0114, 22.0616], [-10.9348, 4.9622, 22.2157], [-10.1633, 7.1767, 22.9105], [-9.7165, 7.2808, 24.2322], [-10.0533, 8.4403, 24.9155], [-10.9181, 9.3510, 24.3427], [-11.4942, 9.1863, 23.0968], [-11.0478, 8.1091, 22.3820], [-11.3518, 7.7954, 21.0696], [-12.1709, 8.4682, 20.0713], [-12.1053, 9.8821, 19.9655], [-12.9336, 10.4659, 18.9585], [-13.5626, 9.6269, 18.0314], [-13.4525, 8.2714, 18.0749], [-12.8204, 7.6610, 19.1357], [-12.8452, 6.1938, 19.4063], [-13.7718, 5.8198, 20.5474], [-13.2702, 5.4336, 18.1941], [-8.4943, 5.2157, 23.4385], [-7.7494, 6.2005, 22.2785], [-8.4346, 4.5339, 21.7809], [-10.9772, 4.3664, 23.1364], [-10.6995, 4.2136, 21.4597], [-11.8937, 5.4030, 21.9815], [-8.9993, 6.6048, 24.7060], [-9.6436, 8.6468, 25.9301], [-11.2366, 10.2129, 24.9419], [-12.2476, 9.9092, 22.8078], [-11.6145, 10.4739, 20.7687], [-13.1590, 11.5455, 18.9606], [-14.2180, 9.9791, 17.2172], [-14.0063, 7.7154, 17.3925], [-14.8064, 5.9552, 20.1875], [-13.6292, 6.5117, 21.3953], [-13.5898, 4.7623, 20.8011], [-14.3594, 5.6590, 18.0538], [-13.1669, 4.2969, 18.3433], [-12.6418, 5.7358, 17.2975], [-7.6218, 3.6492, 18.9773], [-8.1003, 2.3476, 18.8196], [-7.1413, 1.3366, 18.7746], [-7.5572, 0.0599, 18.6770], [-8.9270, -0.2626, 18.6400], [-9.8730, 0.7728, 18.8446], [-9.4609, 2.0821, 18.8981], [-10.5838, 3.3997, 18.7463], [-9.6498, 4.7420, 19.3723], [-8.3112, 4.7665, 19.2037], [-7.6816, 6.0444, 19.5026], [-6.3232, 6.2656, 19.5724], [-5.8445, 7.3839, 20.2637], [-6.7399, 8.3327, 20.7129], [-8.0822, 8.1336, 20.5984], [-8.5485, 7.0385, 19.9539], [-6.6313, 3.8057, 18.8523], [-6.1561, 1.6892, 18.8671], [-6.8701, -0.7678, 18.5281], [-9.2186, -1.2826, 18.4424], [-10.8827, 0.4493, 18.8179], [-5.7339, 5.4325, 19.2302], [-4.8089, 7.4443, 20.5512], [-6.4119, 9.1961, 21.2189], [-8.7836, 8.8372, 20.9995], [-9.8721, 7.0510, 17.0776], [-8.8186, 8.8771, 17.5167], [-7.4841, 8.9002, 17.1687], [-6.7189, 9.9829, 17.5901], [-7.3432, 11.0758, 18.1471], [-8.6694, 11.0459, 18.4312], [-9.4129, 9.9171, 18.1949], [-11.3473, 7.7186, 15.6468], [-11.5712, 9.0488, 15.3296], [-12.4185, 9.2731, 14.2735], [-13.0889, 8.2330, 13.6261], [-12.7820, 6.9364, 13.9659], [-11.8779, 6.6332, 14.9847], [-6.9801, 8.2314, 16.5223], [-5.6490, 9.9671, 17.3589], [-6.7485, 11.9523, 18.3689], [-9.2411, 11.8602, 18.8949], [-10.4698, 9.9609, 18.5147], [-11.1465, 9.8297, 15.9802], [-12.5080, 10.2941, 14.0441], [-13.8081, 8.4186, 12.7996], [-13.2541, 6.1496, 13.3585], [-11.5756, 5.6194, 15.2327]],
  "atomic_forces_ev_per_a": [[-0.34, -0.61, 0.20], [-0.62, -1.02, 0.55], [-0.49, 0.49, 0.23], [0.68, -0.55, -0.69], [0.25, -0.79, 1.25], [0.66, 0.40, -0.55], [0.39, 0.10, 0.94], [-0.79, 1.01, 1.02], [0.06, 0.58, 0.90], [-0.07, -0.33, -0.26], [-0.84, 0.35, -1.47], [1.70, 1.19, 1.67], [-1.95, 0.32, -0.65], [0.58, -0.06, 1.40], [-0.43, 0.89, -0.77], [0.17, -0.02, 0.76], [-0.19, -1.10, 0.84], [0.64, 0.24, -0.29], [-0.26, 0.40, -0.19], [-0.25, -1.11, -0.77], [-0.17, -0.42, -0.39], [0.10, 0.12, -0.62], [0.43, 0.56, 0.35], [0.11, 0.76, 0.28], [-0.15, -0.25, -0.15], [-0.34, 0.11, 0.37], [-0.50, 0.06, -0.27], [-0.41, -0.32, -0.91], [0.24, -0.31, -0.28], [0.08, -0.23, -0.40], [-0.34, -0.46, -0.95], [0.44, -0.61, -0.11], [0.50, 0.39, 0.66], [-0.68, -0.95, -1.18], [0.37, -0.18, 0.17], [0.05, -0.49, -0.31], [-0.16, 0.53, -0.02], [0.97, -0.31, -0.32], [-0.13, 1.90, 0.03], [-1.00, -0.31, 1.09], [0.12, 2.76, -0.38], [-0.04, -0.83, 0.61], [-1.29, 1.97, 0.31], [-0.94, -2.59, -0.75], [0.67, 1.57, 0.43], [0.85, -1.57, -0.60], [0.82, -0.22, -0.12], [-0.56, 0.57, -0.17], [0.71, -0.39, -0.13], [-1.11, -1.81, 0.14], [0.10, 2.49, 0.90], [-0.54, -0.63, 0.49], [-0.03, -0.59, -0.31], [0.53, -0.35, 0.11], [-0.37, -1.05, -1.51], [0.40, -0.94, -0.17], [0.12, -0.46, -0.09], [1.49, -0.27, -0.11], [0.16, 0.25, 0.21], [-0.23, -0.01, 0.20], [-0.99, 0.24, 0.12], [0.86, 0.34, 0.08], [0.34, 0.20, -0.37], [0.51, 0.84, 0.60], [-0.40, 0.18, -0.02], [-0.01, 1.31, -0.40], [-0.52, -1.36, -0.42], [0.32, 0.94, 0.46], [0.34, -0.29, -0.76], [1.68, 0.81, 0.33], [-1.70, 0.71, 0.94], [-1.16, -0.08, 0.02], [1.00, -0.64, 1.10], [0.46, -0.67, 1.21], [-0.20, -0.05, 0.26], [-0.02, 0.70, -0.64], [-0.55, -1.31, -0.62], [-0.38, 0.37, -0.46], [0.06, -1.16, -0.35], [-0.41, 0.27, 0.09], [-0.06, 0.08, 0.04], [0.76, 0.03, -0.23], [0.87, -0.46, -0.57], [-0.14, -0.20, -0.84], [-0.68, 1.11, -0.77], [0.69, 0.00, 0.74], [0.32, 0.18, 0.54], [-0.18, 0.01, -0.26]],
  "lowdin_charge": [1.692, -0.015, -0.245, -0.026, -0.188, 0.032, -0.010, -0.022, 0.019, -0.243, -0.094, -0.236, 0.007, 0.024, -0.006, -0.014, -0.268, -0.307, -0.001, -0.076, 0.110, 0.097, 0.110, 0.146, 0.059, 0.056, 0.133, 0.155, 0.144, 0.134, 0.140, 0.150, 0.156, 0.115, 0.127, 0.107, 0.112, 0.126, 0.098, 0.066, 0.192, -0.223, 0.022, -0.013, 0.030, -0.040, -0.460, 1.027, -0.485, -0.349, -0.227, 0.065, 0.059, 0.013, -0.084, -0.097, 0.159, 0.122, 0.141, 0.135, 0.117, 0.132, 0.148, 0.134, 0.130, 1.572, -0.486, -0.131, -0.039, -0.040, -0.059, -0.166, -0.484, -0.114, -0.035, -0.015, -0.046, -0.173, 0.105, 0.139, 0.136, 0.138, 0.074, 0.114, 0.115, 0.149, 0.139, 0.094],
  "homo_lumo_gap_ev": 5.58,
  "de_lowest_kcal_mol": 0.0,
  "lumo_energy_ev": -12.8,
  "charge": 4
}


{
  "formula": "C4H11BBrO3P2STb",
  "method": "wB97M-V/def2-TZVPD",
  "symbols": ["C", "P", "C", "B", "P", "O", "Br", "O", "C", "C", "S", "O", "H", "H", "H", "H", "H", "H", "H", "H", "H", "H", "H", "Tb"],
  "xyz": [[1.0540, -2.4815, 0.3154], [1.2234, -0.9223, -0.6645], [2.9351, -0.3778, -0.7178], [-0.0712, 0.5143, -0.1108], [0.8041, 2.1297, 0.8240], [0.1722, 2.2735, 2.3235], [0.1632, 4.0625, -0.0967], [-1.0727, 0.0977, 0.8863], [-2.3163, 0.4919, 0.2756], [-1.9609, 0.2125, -1.1826], [-3.0840, 0.6832, -2.4354], [-0.7646, 0.9048, -1.2997], [2.0368, -2.8718, 0.5458], [0.4458, -2.4191, 1.2183], [0.5577, -3.2112, -0.3048], [3.3334, -0.1091, 0.2560], [3.0054, 0.4671, -1.3879], [3.5411, -1.1763, -1.1198], [0.3277, 1.4440, 2.8696], [-3.1755, -0.0059, 0.6970], [-2.3771, 1.5666, 0.4054], [-1.7452, -0.8581, -1.2512], [-3.9622, -0.2536, -2.0886], [0.9297, -0.1610, 2.0429]],
  "atomic_forces_ev_per_a": [[0.52, 0.57, 0.05], [-0.97, -0.48, -1.31], [-0.01, 0.07, 0.68], [-1.97, -1.04, -2.67], [0.57, 4.35, -1.32], [-0.13, -0.90, 0.88], [0.51, -1.84, 0.79], [1.48, -0.52, 0.63], [-0.49, 0.48, -0.79], [-1.04, -0.92, 1.01], [-0.59, 0.76, -0.77], [2.16, 0.96, 1.07], [0.28, -0.19, 0.26], [-0.24, -0.20, 0.39], [-0.27, -0.17, -0.20], [0.51, 0.24, 0.29], [0.02, 0.27, -0.16], [0.22, -0.29, -0.11], [-1.22, 3.64, 0.61], [0.03, -0.38, 0.18], [-0.46, 0.27, 0.06], [-0.05, -0.29, -0.13], [-0.25, -0.21, -0.05], [1.39, -4.19, 0.59]],
  "lowdin_charge": [-0.288, 0.975, -0.277, -1.227, 0.628, -0.364, 0.604, -0.229, -0.082, -0.751, 0.924, -0.070, 0.064, 0.004, 0.068, 0.029, 0.068, 0.071, -0.026, 0.155, 0.141, 0.122, -0.091, 1.553],
  "homo_lumo_gap_ev": [5.85, 4.23],
  "de_lowest_kcal_mol": 0.0,
  "s2": 12.9389,
  "lumo_energy_ev": [-9.1, -10.8],
  "spin_multiplicity": 7,
  "charge": 2
}


Question: Which formula does entry 3 have?
Answer: C40H39N6STaTe